An isolated molecule of C3H9N3O, computed with wB97M-V/def2-TZVPD.

Energy above the lowest of the compared OMol25 structures with the same formula, charge and spin ... 85.9 kJ/mol
SMILES string ... NCNCC(N)=O
E_HOMO ... -0.3101 hartree
M ... 103.12 g/mol

```
! RIJCOSX wB97M-V def2-TZVPD def2/J DEFGRID3
* xyz 0 1
N 1.67663 -1.21264 1.16685
C 0.87501 -1.79830 0.12326
N -0.53037 -1.33762 0.02892
C -0.73714 -0.22976 -0.92776
C -0.61673 1.13355 -0.24678
N -0.00703 2.10720 -0.98796
O -1.07951 1.39243 0.84055
H 1.67822 -1.70864 2.03290
H 1.75872 -0.20895 1.10624
H 0.81249 -2.88079 0.25328
H 1.40301 -1.69702 -0.83107
H -0.81548 -1.10973 0.96586
H -1.79274 -0.35834 -1.18134
H -0.07196 -0.31773 -1.77534
H -0.01291 3.01670 -0.54056
H 0.40862 2.13184 -1.89286
*
```

Atom charges from the Löwdin analysis, given in e for atoms 1 to 2: N 0.02; C -0.32